Below is a cluster of 6 separate species, C34H86N6O11 in total in a non-equilibrium geometry, with properties calculated with ωB97M-V/def2-TZVPD.

Each line ends with the Löwdin charge.
Element x y z (Å)
C (1.610, 3.896, 0.876)  -0.13
O (0.584, 3.758, -0.015)  -0.21
C (-0.523, 4.720, 0.114)  -0.15
C (-1.762, 4.313, -0.724)  -0.36
C (-2.280, 2.901, -0.342)  -0.05
N (-1.400, 4.490, -2.176)  0.05
H (1.947, 4.890, 1.171)  0.10
H (2.331, 3.207, 0.436)  0.09
H (1.358, 3.377, 1.801)  0.06
H (-0.752, 5.016, 1.138)  0.12
H (-0.198, 5.673, -0.301)  0.09
H (-2.516, 5.063, -0.490)  0.12
H (-3.120, 2.547, -0.940)  0.07
H (-2.599, 2.806, 0.696)  0.07
H (-1.525, 2.134, -0.509)  0.05
H (-0.881, 5.314, -2.444)  0.04
H (-0.843, 3.695, -2.455)  0.01
C (2.852, -5.200, -2.037)  -0.05
O (3.657, -4.204, -1.375)  -0.25
C (5.043, -4.381, -1.390)  -0.23
C (5.816, -3.153, -0.936)  -0.22
N (6.047, -2.068, -1.875)  -0.04
C (4.774, -1.331, -1.988)  -0.18
C (4.763, 0.072, -1.181)  -0.11
O (5.920, 0.768, -1.815)  -0.22
C (6.318, 1.881, -1.080)  -0.13
H (3.017, -6.179, -1.586)  0.09
H (3.010, -5.008, -3.098)  0.09
H (1.808, -4.955, -1.842)  0.08
H (5.444, -4.783, -2.320)  0.13
H (5.347, -5.123, -0.651)  0.11
H (6.824, -3.509, -0.726)  0.12
H (5.332, -2.791, -0.028)  0.11
H (6.682, -1.360, -1.533)  0.09
H (3.872, -1.912, -1.797)  0.07
H (4.663, -1.183, -3.062)  0.10
H (4.845, 0.111, -0.095)  0.09
H (3.843, 0.595, -1.442)  0.09
H (6.383, 1.821, 0.007)  0.08
H (5.637, 2.689, -1.345)  0.08
H (7.313, 2.044, -1.492)  0.09
C (1.378, 6.953, -2.021)  -0.16
O (1.188, 5.900, -2.871)  -0.19
C (2.306, 5.009, -3.036)  -0.17
C (1.775, 3.733, -3.745)  -0.15
N (0.871, 2.936, -2.871)  -0.09
C (0.395, 1.639, -3.337)  -0.18
C (1.518, 0.640, -3.573)  -0.19
O (0.949, -0.581, -4.058)  -0.18
C (1.862, -1.501, -4.525)  -0.14
H (0.521, 7.597, -1.823)  0.10
H (2.172, 7.605, -2.384)  0.08
H (1.877, 6.608, -1.116)  0.08
H (2.832, 4.707, -2.130)  0.12
H (3.116, 5.380, -3.664)  0.12
H (2.682, 3.175, -3.979)  0.10
H (1.200, 4.010, -4.629)  0.12
H (0.860, 3.074, -1.870)  0.08
H (-0.303, 1.826, -4.153)  0.13
H (-0.207, 1.199, -2.542)  0.10
H (2.098, 0.345, -2.698)  0.10
H (2.282, 1.052, -4.232)  0.11
H (1.414, -2.454, -4.807)  0.09
H (2.552, -1.714, -3.709)  0.06
H (2.446, -1.213, -5.400)  0.09
C (6.225, 0.893, 3.378)  -0.15
O (5.274, 1.510, 2.561)  -0.20
C (3.937, 0.845, 2.623)  -0.17
C (3.203, 0.942, 3.971)  -0.22
N (1.980, 0.153, 3.952)  -0.04
C (0.854, 0.797, 3.251)  -0.16
C (0.044, 1.915, 4.033)  -0.15
O (0.847, 2.621, 5.020)  -0.20
C (0.227, 3.423, 5.958)  -0.14
H (7.280, 0.882, 3.103)  0.08
H (6.065, -0.184, 3.433)  0.09
H (6.161, 1.358, 4.362)  0.08
H (3.905, -0.180, 2.255)  0.10
H (3.433, 1.409, 1.838)  0.10
H (3.212, 1.988, 4.278)  0.12
H (3.846, 0.559, 4.763)  0.11
H (1.763, 0.003, 4.927)  0.11
H (0.227, -0.077, 3.072)  0.09
H (1.182, 1.198, 2.292)  0.09
H (-0.864, 1.461, 4.429)  0.11
H (-0.296, 2.639, 3.292)  0.10
H (-0.437, 3.029, 6.727)  0.08
H (-0.433, 4.102, 5.417)  0.08
H (0.974, 3.943, 6.557)  0.09
C (-2.009, -0.773, 1.576)  -0.05
O (-0.637, -0.631, 1.104)  -0.22
C (-0.474, -0.900, -0.219)  -0.23
C (0.291, -2.191, -0.595)  -0.17
N (1.697, -1.958, -0.521)  -0.07
C (2.204, -1.666, 0.752)  -0.20
C (1.957, -2.755, 1.876)  -0.18
O (2.895, -3.769, 1.561)  -0.23
C (3.181, -4.726, 2.635)  -0.05
H (-2.402, -1.790, 1.574)  0.09
H (-2.634, -0.298, 0.820)  0.06
H (-2.056, -0.391, 2.596)  0.08
H (-0.045, -0.032, -0.720)  0.11
H (-1.472, -0.940, -0.655)  0.11
H (0.131, -2.254, -1.671)  0.11
H (0.039, -3.163, -0.170)  0.11
H (2.242, -2.710, -0.919)  0.07
H (1.841, -0.717, 1.147)  0.09
H (3.246, -1.480, 0.493)  0.09
H (0.982, -3.217, 1.723)  0.11
H (1.994, -2.214, 2.822)  0.10
H (2.247, -5.284, 2.704)  0.08
H (3.466, -4.149, 3.515)  0.08
H (4.010, -5.317, 2.246)  0.08
C (-5.485, -1.218, 0.065)  -0.18
O (-6.502, -0.971, -0.814)  -0.14
C (-7.759, -1.496, -0.317)  -0.23
C (-7.930, -2.901, -0.740)  -0.22
N (-9.325, -3.414, -0.803)  -0.07
C (-10.103, -3.270, 0.454)  -0.18
C (-11.658, -3.176, 0.248)  -0.12
O (-12.234, -4.577, 0.271)  -0.21
C (-13.555, -4.720, 0.002)  -0.18
H (-5.264, -0.428, 0.782)  0.08
H (-4.501, -1.333, -0.389)  0.07
H (-5.490, -2.133, 0.658)  0.09
H (-8.579, -0.932, -0.763)  0.13
H (-8.011, -1.274, 0.720)  0.12
H (-7.456, -3.596, -0.046)  0.11
H (-7.441, -2.939, -1.713)  0.13
H (-9.113, -4.387, -0.972)  0.10
H (-9.780, -2.322, 0.885)  0.10
H (-9.854, -4.111, 1.101)  0.12
H (-11.915, -2.650, -0.672)  0.11
H (-12.017, -2.552, 1.066)  0.11
H (-13.700, -4.776, -1.077)  0.09
H (-14.067, -3.798, 0.279)  0.08
H (-13.989, -5.493, 0.635)  0.09

E   -2502.7402 hartree
Frontier orbital gap   8.408 eV
Net charge   0
2S+1   1
Energy above the lowest of the compared OMol25 structures with the same formula, charge and spin   4.7223 eV
E_HOMO   -7.87 eV
SMILES   COC[C@H](C)N.COCCNCCOC.COCCNCCOC.COCCNCCOC.COCCNCCOC.COCCNCCOC


Below is the molecule C4H7NSi in a non-equilibrium geometry, with properties calculated with ωB97M-V/def2-TZVPD.

Each line ends with the Löwdin charge.
Element x y z (Å)
C (-3.590, -0.296, 0.307)  0.13
C (-2.557, 0.105, -0.149)  -0.28
C (-1.304, 0.537, -0.381)  -0.08
C (-0.150, -0.697, 0.245)  -0.12
Si (1.657, -0.425, -0.357)  0.45
N (2.545, 0.959, 0.292)  -0.18
H (-4.619, -0.405, 0.535)  0.03
H (-0.982, 1.557, -0.764)  0.10
H (-0.693, -1.618, 0.517)  0.02
H (1.791, -0.478, -1.819)  -0.07
H (2.333, -1.753, 0.092)  -0.06
H (1.977, 1.570, 0.853)  -0.01
H (3.591, 0.946, 0.629)  0.08

E   -500.6621 hartree
Frontier orbital gap (spin up / spin down)   7.881 / 8.386 eV
Net charge   0
2S+1   1
Energy above the lowest of the compared OMol25 structures with the same formula, charge and spin   2.6331 eV
E_HOMO (spin up / spin down)   -8.44 / -8.95 eV
SMILES   C#C/C=C/[SiH2]N


Below is a cluster of 2 separate species, C4H13N2S in total in a non-equilibrium geometry, with properties calculated with ωB97M-V/def2-TZVPD.

Each line ends with the Löwdin charge.
Element x y z (Å)
C (-0.055, 2.072, -0.395)  -0.41
C (-1.217, 1.764, -1.393)  -0.74
S (-0.766, 0.452, -2.577)  0.18
N (1.248, 2.273, -1.019)  -0.06
H (0.018, 1.220, 0.286)  0.06
H (-0.296, 2.972, 0.179)  0.08
H (-1.445, 2.691, -1.934)  0.02
H (-2.097, 1.480, -0.807)  0.02
H (1.261, 3.180, -1.482)  0.04
H (1.245, 1.663, -1.843)  -0.02
C (0.096, -2.295, 2.319)  -0.16
N (-0.413, -1.797, 1.042)  -0.19
C (0.477, -1.860, -0.091)  -0.19
H (0.339, -3.351, 2.191)  0.07
H (0.997, -1.761, 2.648)  0.06
H (-0.722, -2.173, 3.026)  0.06
H (-0.810, -0.882, 1.165)  0.07
H (1.555, -1.768, 0.130)  0.07
H (0.252, -1.069, -0.826)  -0.03
H (0.333, -2.811, -0.619)  0.07

E   -667.9056 hartree
Frontier orbital gap   6.279 eV
Net charge   -1
2S+1   1
Energy above the lowest of the compared OMol25 structures with the same formula, charge and spin   0.8904 eV
E_HOMO   -2.58 eV